No. 1
The following is a DFT calculation (wB97M-V/def2-TZVPD) of one molecule with the formula C4H5NS3 in a non-equilibrium geometry.

Element x y z (Å)
C1 1.055 0.311 -3.324
N1 0.452 0.295 -2.017
S1 1.450 0.830 -0.736
C2 1.154 -0.259 0.593
C3 -0.222 0.124 1.163
S2 -0.586 1.282 2.195
C4 -1.268 -0.432 0.475
S3 -1.513 -2.117 0.198
H1 1.859 0.808 -4.039
H2 0.386 -0.109 -3.952
H3 1.862 0.080 1.467
H4 1.079 -1.424 0.312
H5 -2.294 0.195 0.374

Cartesian forces (eV/Å) of the 6 atoms listed first:
-1.075 1.863 4.977
4.174 -0.526 -5.177
1.165 1.458 -1.417
-0.911 -1.937 2.840
2.825 0.747 -0.746
0.206 0.765 1.282

SMILES string: C=NSCC(=S)C=S
Max |F|, eV/Å: 8.22
Gap between HOMO and LUMO, eV: 6.7
E, hartree: -1404.540566

natural (NBO) atomic charge list, values in e, 2 entries: -0.064, -0.570

No. 2
The following is a DFT calculation (wB97M-V/def2-TZVPD) of C4H5NiO2 as an isolated structure in a non-equilibrium geometry.

Element x y z (Å)
O1 2.886 1.127 -0.463
C1 1.717 1.254 -0.211
Ni1 4.405 1.813 -0.859
H1 0.240 1.589 -0.888
O2 -2.005 -1.832 -0.050
C2 -1.519 -0.638 0.525
C3 -0.086 -0.469 0.139
C4 0.484 0.779 0.002
H2 -2.966 -1.808 -0.063
H3 -1.584 -0.690 1.628
H4 -2.108 0.236 0.203
H5 0.537 -1.362 0.037

Cartesian forces (eV/Å) of the 6 atoms listed first:
-4.392 0.465 0.626
0.524 -4.759 1.764
3.661 1.514 -0.863
-1.474 -0.987 1.604
1.264 0.942 0.721
1.240 0.190 -1.728

Spin multiplicity: 4
⟨S²⟩: 3.788
Charge: +2
Max |F|, eV/Å: 6.37
Gap between HOMO and LUMO (alpha / beta), eV: 7.7 / 3.9
E, hartree: -1813.204338

natural (NBO) atomic charge list, values in e, 2 entries: -0.616, 0.748

No. 3
The following is a DFT calculation (wB97M-V/def2-TZVPD) of a 2-piece molecular cluster, C4H5O2 overall in a non-equilibrium geometry.

Element x y z (Å)
C1 0.543 1.110 -1.310
C2 -1.490 1.087 -1.913
C3 -0.003 -0.076 -0.924
C4 0.895 -1.701 2.741
O1 -0.436 1.820 -1.933
O2 -1.288 -0.045 -1.325
H1 1.521 1.536 -1.220
H2 -2.438 1.382 -2.330
H3 0.289 -1.126 2.063
H4 1.313 -1.248 3.623
H5 1.094 -2.739 2.528

Cartesian forces (eV/Å) of the 6 atoms listed first:
0.692 -1.663 0.970
-0.089 -0.039 0.023
1.262 1.303 -0.062
0.028 -0.066 -0.207
-0.759 0.227 -0.389
-1.015 -0.053 -0.273

Charge: +1
Max |F|, eV/Å: 2.05
Gap between HOMO and LUMO (alpha / beta), eV: 11.0 / 4.0
E, hartree: -305.373072

natural (NBO) atomic charge list, values in e, 2 entries: -0.047, 0.603

No. 4
The following is a DFT calculation (wB97M-V/def2-TZVPD) of one molecule with the formula C4H5O2P in a non-equilibrium geometry.

Element x y z (Å)
O1 -0.100 -1.879 -1.705
C1 0.208 -1.012 -0.908
C2 0.441 0.518 -1.162
C3 0.722 0.601 0.304
C4 0.243 -0.860 0.564
P1 -0.929 0.466 1.350
O2 -1.483 0.416 2.718
H1 -0.525 0.874 -1.372
H2 1.001 0.803 -2.042
H3 1.603 0.903 0.854
H4 0.601 -1.659 1.180
H5 -1.782 0.829 0.218

Cartesian forces (eV/Å) of the 6 atoms listed first:
1.022 0.806 1.472
-2.255 -0.352 -2.558
0.212 -1.981 0.032
0.204 0.488 4.015
-1.153 0.641 -0.078
1.280 -0.967 -3.953

SMILES string: O=C1C[C@@H]2[C@H]1[P@H]2=O
Max |F|, eV/Å: 4.27
Gap between HOMO and LUMO, eV: 9.8
E, hartree: -647.148711

natural (NBO) atomic charge list, values in e, 2 entries: -0.511, 0.599

No. 5
The following is a DFT calculation (wB97M-V/def2-TZVPD) of one molecule with the formula C4H5O2PS in a non-equilibrium geometry.

Element x y z (Å)
C1 -0.504 -1.232 1.057
O1 0.024 -0.168 0.335
P1 1.408 -0.190 -0.390
C2 1.065 1.323 -1.458
C3 0.527 1.007 -2.668
O2 0.315 -0.246 -3.073
C4 0.676 -1.160 -2.123
S1 0.398 -2.771 -2.296
H1 -1.227 -1.753 0.530
H2 -1.020 -0.887 1.898
H3 0.148 -2.082 1.283
H4 1.211 2.359 -1.257
H5 0.270 1.685 -3.508

Cartesian forces (eV/Å) of the 6 atoms listed first:
0.850 -1.327 0.352
-1.719 0.573 1.129
0.514 0.228 -4.091
-0.568 -1.589 -1.287
0.959 2.174 0.682
-0.058 -1.949 0.432

SMILES string: COp1ccoc1=S
Max |F|, eV/Å: 4.13
Gap between HOMO and LUMO, eV: 8.2
E, hartree: -1045.360767

natural (NBO) atomic charge list, values in e, 2 entries: -0.255, -0.812

No. 6
The following is a DFT calculation (wB97M-V/def2-TZVPD) of C4H5O2Rb as an isolated structure in a non-equilibrium geometry.

Element x y z (Å)
H1 -1.544 -0.945 -2.457
O1 1.639 0.812 1.838
C1 0.425 1.013 1.142
C2 -0.226 -0.064 0.701
C3 -1.020 0.089 -0.570
C4 -0.861 -1.005 -1.581
O2 -0.177 -2.001 -1.430
Rb1 2.092 -2.394 1.597
H2 2.341 1.341 1.449
H3 0.312 2.053 0.793
H4 -0.877 1.032 -1.143
H5 -2.105 0.069 -0.339

Cartesian forces (eV/Å) of the 6 atoms listed first:
0.291 0.190 -0.062
0.665 -0.130 1.644
-0.155 -0.972 -2.022
1.286 0.242 -0.364
-0.943 0.468 0.784
-0.022 -1.135 0.870

Max |F|, eV/Å: 2.25
Gap between HOMO and LUMO, eV: 5.2
E, hartree: -329.850591

natural (NBO) atomic charge list, values in e, 2 entries: 0.095, -0.794

No. 7
The following is a DFT calculation (wB97M-V/def2-TZVPD) of C4H5O3 as an isolated structure in a non-equilibrium geometry.

Element x y z (Å)
O1 2.182 -0.171 -0.793
C1 1.262 -1.097 -0.639
O2 1.147 -2.265 -0.983
C2 -0.082 -0.502 -0.024
C3 -0.030 0.721 0.935
C4 -1.214 0.990 0.057
O3 -2.416 0.957 0.421
H1 0.093 -0.585 -1.182
H2 -0.738 -1.293 0.377
H3 0.878 1.343 0.793
H4 -0.130 0.400 1.988
H5 -0.951 1.502 -0.950

Cartesian forces (eV/Å) of the 6 atoms listed first:
-2.110 -2.830 0.287
4.021 2.300 1.305
0.727 -0.811 -0.354
1.340 -2.355 -0.290
0.175 -0.238 -1.828
-1.424 3.423 0.924

Charge: -1
Max |F|, eV/Å: 4.81
Gap between HOMO and LUMO, eV: 8.4
E, hartree: -381.086599

natural (NBO) atomic charge list, values in e, 2 entries: -0.792, 0.715

No. 8
The following is a DFT calculation (wB97M-V/def2-TZVPD) of C4H5O4P as an isolated structure in a non-equilibrium geometry.

Element x y z (Å)
C1 -0.322 -1.362 0.273
C2 0.671 -0.452 -0.010
C3 1.905 -0.664 -0.630
C4 0.264 1.004 -0.214
O1 5.744 0.005 -1.252
O2 5.518 -1.050 1.068
O3 3.123 -0.561 -0.389
O4 4.837 1.394 0.698
P1 5.179 0.057 0.128
H1 -1.371 -1.095 0.200
H2 -0.104 -2.418 0.345
H3 -0.479 1.282 0.535
H4 -0.175 1.173 -1.205
H5 1.131 1.654 -0.111

Cartesian forces (eV/Å) of the 6 atoms listed first:
-0.155 -0.223 0.500
-0.794 0.095 -0.247
2.722 0.440 -0.412
0.050 0.053 -0.150
-0.276 -0.095 -0.188
-0.322 -0.253 0.023

Charge: -2
Max |F|, eV/Å: 2.79
Gap between HOMO and LUMO (alpha / beta), eV: 5.2 / 5.2
E, hartree: -797.708332

natural (NBO) atomic charge list, values in e, 2 entries: -0.715, -0.186

No. 9
The following is a DFT calculation (wB97M-V/def2-TZVPD) of C4H5O4Pt as an isolated structure in a non-equilibrium geometry.

Element x y z (Å)
O1 2.987 0.824 1.221
C1 2.300 0.881 0.262
O2 2.087 0.446 -0.849
O3 0.605 1.730 0.542
C2 -0.237 1.014 1.320
C3 -0.953 0.030 0.761
O4 -0.877 -0.100 -0.613
C4 -1.071 -1.411 -1.140
Pt1 0.159 1.414 -1.369
H1 -0.157 1.116 2.405
H2 -1.482 -0.751 1.305
H3 -1.049 -1.315 -2.230
H4 -0.268 -2.084 -0.811
H5 -2.043 -1.794 -0.802

Cartesian forces (eV/Å) of the 6 atoms listed first:
-1.268 1.055 -1.016
1.518 -2.119 1.282
0.155 0.590 0.098
0.444 1.116 2.602
0.366 -1.361 0.176
0.266 -0.111 1.383

Spin multiplicity: 4
⟨S²⟩: 3.754
Max |F|, eV/Å: 5.65
Gap between HOMO and LUMO (alpha / beta), eV: 7.4 / 8.0
E, hartree: -575.472148

natural (NBO) atomic charge list, values in e, 2 entries: -0.512, 1.037

No. 10
The following is a DFT calculation (wB97M-V/def2-TZVPD) of C4H5O4Tl as an isolated structure in a non-equilibrium geometry.

Element x y z (Å)
O1 2.797 1.136 1.487
C1 2.201 1.236 0.443
O2 2.519 1.091 -0.760
O3 0.748 1.545 0.475
C2 -0.059 0.809 1.316
C3 -0.779 -0.157 0.748
O4 -0.640 -0.354 -0.598
C4 -1.340 -1.461 -1.168
Tl1 0.605 1.117 -1.643
H1 -0.068 1.045 2.378
H2 -1.453 -0.821 1.288
H3 -1.349 -1.299 -2.250
H4 -0.815 -2.396 -0.935
H5 -2.366 -1.491 -0.780

Cartesian forces (eV/Å) of the 6 atoms listed first:
-1.237 0.271 -1.988
1.626 -0.410 4.185
1.236 -0.070 -1.292
-0.450 0.667 1.185
-0.243 -0.575 0.524
0.208 0.234 1.153

Spin multiplicity: 2
⟨S²⟩: 0.757
Charge: +1
Max |F|, eV/Å: 4.51
Gap between HOMO and LUMO (alpha / beta), eV: 10.1 / 5.9
E, hartree: -628.482820

Mulliken atomic charge list, values in e, 2 entries: -0.446, 0.728

No. 11
The following is a DFT calculation (wB97M-V/def2-TZVPD) of C4H5O5Sm as an isolated structure in a non-equilibrium geometry.

Element x y z (Å)
O1 1.294 -1.838 -0.497
Sm1 3.813 -1.515 0.131
O2 1.696 -1.092 1.530
C1 0.891 -1.545 0.677
O3 -0.411 -1.433 0.877
O4 1.436 1.762 -0.327
C2 0.322 2.062 0.029
C3 -0.934 1.299 -0.308
O5 -0.714 0.100 -0.993
C4 -1.140 -1.065 -0.382
H1 0.147 2.932 0.699
H2 -1.546 1.961 -0.943
H3 -1.507 1.154 0.627
H4 -1.194 -1.849 -1.142
H5 -2.153 -0.932 0.024

Cartesian forces (eV/Å) of the 6 atoms listed first:
2.123 -0.836 0.418
-4.077 0.355 0.544
1.868 -0.913 0.431
0.180 1.794 -1.898
0.030 0.208 -0.942
-0.347 -0.047 0.125

Spin multiplicity: 7
⟨S²⟩: 12.031
Charge: +1
Max |F|, eV/Å: 4.13
Gap between HOMO and LUMO (alpha / beta), eV: 4.1 / 7.5
E, hartree: -1189.233580

Mulliken atomic charge list, values in e, 2 entries: -0.813, 1.397

No. 12
The following is a DFT calculation (wB97M-V/def2-TZVPD) of C4H5O6Sr as an isolated structure in a non-equilibrium geometry.

Element x y z (Å)
H1 -0.282 0.668 -0.383
O1 2.214 1.604 -0.234
C1 2.060 0.413 0.174
O2 2.306 0.038 1.316
O3 1.122 -0.242 -0.588
C2 0.528 -1.477 -0.184
O4 -1.548 -0.320 0.400
C3 -1.942 1.187 0.288
C4 -0.971 -1.356 -0.402
O5 -0.890 1.677 -0.314
O6 -2.661 1.690 1.087
Sr1 1.034 3.520 0.334
H2 0.747 -1.696 0.868
H3 0.921 -2.278 -0.824
H4 -1.183 -1.143 -1.461
H5 -1.453 -2.284 -0.077

Cartesian forces (eV/Å) of the 6 atoms listed first:
-0.590 3.413 -0.348
0.573 0.321 -1.237
-1.397 1.659 3.694
0.627 -1.059 -1.169
-1.144 -0.487 -1.229
0.139 -0.366 0.397

Spin multiplicity: 2
⟨S²⟩: 0.750
Max |F|, eV/Å: 4.45
Gap between HOMO and LUMO (alpha / beta), eV: 5.3 / 9.7
E, hartree: -637.520383

natural (NBO) atomic charge list, values in e, 2 entries: 0.563, -0.963

No. 13
The following is a DFT calculation (wB97M-V/def2-TZVPD) of one molecule with the formula C4H5OP in a non-equilibrium geometry.

Element x y z (Å)
P1 -2.379 0.394 0.191
C1 -0.404 -0.019 -0.094
C2 0.428 0.194 -1.178
C3 1.704 -0.100 -0.764
O1 1.693 -0.587 0.444
C4 0.396 -0.531 0.859
H1 -1.902 1.371 0.938
H2 -2.690 -0.377 1.327
H3 0.249 0.583 -2.145
H4 2.639 -0.021 -1.344
H5 0.265 -0.907 1.767

Cartesian forces (eV/Å) of the 6 atoms listed first:
1.908 -1.703 -2.089
-3.443 -0.647 1.562
1.988 0.687 -1.040
-0.128 0.575 -2.965
0.053 -0.394 1.569
0.883 0.898 -2.368

SMILES string: Pc1ccoc1
Max |F|, eV/Å: 4.00
Gap between HOMO and LUMO, eV: 9.7
E, hartree: -571.927544

natural (NBO) atomic charge list, values in e, 2 entries: 0.294, -0.278

No. 14
The following is a DFT calculation (wB97M-V/def2-TZVPD) of one molecule with the formula C4H5OP in a non-equilibrium geometry.

Element x y z (Å)
C1 -1.575 -0.359 0.063
P1 -0.314 -1.655 0.382
O1 0.638 -1.697 -0.935
C2 1.173 -0.727 0.212
C3 1.731 0.560 -0.076
C4 2.564 -0.424 0.306
H1 -1.970 0.016 1.128
H2 -2.335 -0.667 -0.565
H3 -1.320 0.447 -0.578
H4 1.664 1.472 -0.496
H5 3.581 -0.869 0.458

Cartesian forces (eV/Å) of the 6 atoms listed first:
0.392 1.034 3.043
-0.597 -0.258 1.005
0.660 0.797 -0.266
-0.995 -0.856 -0.852
2.222 -3.959 1.351
0.227 0.717 -0.033

SMILES string: CP1OC12C=C2
Max |F|, eV/Å: 4.74
Gap between HOMO and LUMO, eV: 9.5
E, hartree: -571.851048

natural (NBO) atomic charge list, values in e, 2 entries: -0.996, 1.091